Entry 1:
C15H30O8SSi | ωB97M-V/def2-TZVPD

Summary:
Total charge ... 0
Spin multiplicity ... 1
Total energy ... -51135.7072 eV
HOMO-LUMO gap ... 10.12 eV

CARTESIAN COORDINATES (ANGSTROEM)
C  -4.447  -1.873  0.162
C  -3.670  -3.151  0.454
O  -2.358  -3.218  -0.133
S  -1.355  -2.089  0.495
O  -1.195  -1.137  -0.575
O  -0.037  -3.046  0.442
C  1.098  -2.511  -0.268
C  1.005  -2.961  -1.733
O  1.727  -2.181  -2.667
Si  0.958  -0.910  -3.446
C  1.898  -0.715  -5.065
C  1.104  0.725  -2.539
C  -0.823  -1.292  -3.862
H  -5.351  -2.084  -0.389
H  -4.747  -1.408  1.087
H  -3.875  -1.161  -0.412
H  -3.622  -3.339  1.517
H  -4.196  -3.990  0.027
H  1.956  -2.979  0.187
H  1.219  -1.445  -0.146
H  1.428  -3.957  -1.772
H  -0.047  -3.066  -1.987
H  2.858  -0.242  -4.916
H  1.300  -0.106  -5.730
H  2.026  -1.693  -5.504
H  1.793  1.394  -3.033
H  1.401  0.531  -1.520
H  0.126  1.176  -2.471
H  -1.166  -0.767  -4.741
H  -1.471  -1.104  -3.021
H  -0.906  -2.354  -4.068
O  -2.795  0.242  2.402
C  -1.939  0.365  3.229
O  -0.953  -0.549  3.387
C  -0.137  -0.187  4.532
C  -0.344  1.309  4.737
C  -1.783  1.478  4.248
H  -0.491  -0.774  5.383
H  0.897  -0.448  4.322
H  -0.180  1.630  5.764
H  0.340  1.861  4.097
H  -2.512  1.302  5.041
H  -1.969  2.444  3.789
O  1.819  1.826  2.289
C  2.018  2.646  1.441
O  1.313  3.797  1.376
C  1.681  4.544  0.201
C  3.073  4.044  -0.165
C  3.014  2.590  0.304
H  0.945  4.338  -0.578
H  1.654  5.603  0.442
H  3.305  4.165  -1.221
H  3.823  4.588  0.410
H  2.618  1.931  -0.460
H  3.969  2.210  0.654

Entry 2:
C15H31AsClN4Rb | ωB97M-V/def2-TZVPD

Summary:
Total charge ... 0
Spin multiplicity ... 1
Total energy ... -96035.7131 eV
Energy above the lowest of the compared OMol25 structures with the same formula, charge and spin ... 58.0 kJ/mol
HOMO-LUMO gap ... 7.37 eV

CARTESIAN COORDINATES (ANGSTROEM)
Rb  1.700  -2.418  -0.379
N  1.131  -0.435  1.860
C  1.834  0.835  1.914
C  1.892  1.528  0.553
N  2.704  0.864  -0.456
C  2.412  1.436  -1.763
C  1.095  0.971  -2.380
N  1.111  -0.461  -2.619
C  4.126  0.999  -0.168
C  4.998  -0.048  -0.863
N  4.721  -1.373  -0.344
H  0.130  -0.271  1.798
H  1.295  -0.955  2.717
H  2.846  0.651  2.278
H  1.355  1.550  2.606
H  2.249  2.562  0.705
H  0.876  1.588  0.166
H  3.210  1.143  -2.444
H  2.400  2.539  -1.704
H  0.948  1.562  -3.302
H  0.261  1.194  -1.714
H  1.864  -0.681  -3.266
H  0.237  -0.745  -3.055
H  4.272  0.880  0.906
H  4.485  2.004  -0.443
H  6.049  0.261  -0.723
H  4.799  -0.057  -1.937
H  5.018  -1.431  0.627
H  5.250  -2.069  -0.860
C  -3.206  -2.383  -1.183
As  -1.515  -1.899  -0.297
C  -2.084  -2.500  1.482
C  -1.869  0.083  -0.202
C  -3.107  0.619  0.419
C  -4.116  1.174  -0.363
C  -5.203  1.795  0.223
C  -5.319  1.847  1.600
C  -4.338  1.272  2.391
C  -3.239  0.672  1.806
H  -4.051  -1.960  -0.638
H  -3.296  -3.468  -1.196
H  -3.230  -2.023  -2.213
H  -3.051  -2.074  1.750
H  -1.345  -2.251  2.241
H  -2.169  -3.586  1.455
H  -1.818  0.396  -1.249
H  -1.002  0.498  0.312
H  -4.030  1.139  -1.440
H  -5.954  2.259  -0.401
H  -6.166  2.335  2.057
H  -4.420  1.309  3.469
H  -2.459  0.252  2.430
Cl  1.724  -5.129  -0.164

Entry 3:
C15H31B2F3N5O6 | ωB97M-V/def2-TZVPD

Summary:
Total charge ... +1
Spin multiplicity ... 1
Total energy ... -45294.4750 eV
HOMO-LUMO gap ... 6.77 eV

CARTESIAN COORDINATES (ANGSTROEM)
C  -2.867  -6.375  0.808
C  -3.155  -5.972  -0.622
O  -2.044  -5.213  -1.156
B  -2.262  -4.336  -2.166
O  -1.837  -4.535  -3.436
C  -2.992  -2.916  -1.912
N  -3.406  -2.147  -2.937
N  -3.982  -1.088  -2.442
N  -3.926  -1.145  -1.137
B  -4.499  0.038  -0.283
N  -5.822  0.475  -0.574
O  -3.674  0.579  0.635
N  -3.318  -2.288  -0.787
C  -3.071  -2.696  0.595
C  -1.565  -2.796  0.849
O  -0.986  -1.815  0.027
C  0.421  -1.802  -0.020
C  0.868  -2.216  -1.403
F  0.251  -1.513  -2.350
F  2.174  -2.040  -1.539
F  0.585  -3.510  -1.640
H  -3.145  -5.600  1.525
H  -3.405  -7.286  1.061
H  -1.798  -6.558  0.920
H  -4.075  -5.381  -0.689
H  -3.256  -6.860  -1.246
H  -2.508  -4.568  -4.129
H  -5.871  1.171  -1.318
H  -6.403  -0.288  -0.916
H  -3.639  0.200  1.520
H  -3.555  -3.659  0.754
H  -3.536  -1.991  1.277
H  -1.380  -2.590  1.909
H  -1.197  -3.803  0.636
H  0.809  -0.805  0.190
H  0.876  -2.488  0.696
C  1.800  3.471  1.541
C  0.437  3.386  0.853
C  0.246  1.881  0.736
O  0.914  1.299  1.856
C  1.733  2.289  2.498
H  1.979  4.416  2.047
H  2.597  3.330  0.812
H  -0.338  3.817  1.492
H  0.402  3.891  -0.111
H  0.709  1.492  -0.180
H  -0.802  1.571  0.758
H  1.264  2.567  3.447
H  2.709  1.853  2.712
C  6.490  4.604  -0.023
C  6.207  6.049  -0.432
C  4.685  6.088  -0.384
O  4.292  5.167  0.639
C  5.412  4.367  1.026
H  7.495  4.447  0.366
H  6.346  3.937  -0.875
H  6.627  6.737  0.304
H  6.603  6.315  -1.410
H  4.250  5.765  -1.336
H  4.289  7.074  -0.140
H  5.748  4.684  2.018
H  5.097  3.323  1.087

Entry 4:
C15H31Br2N5OP | ωB97M-V/def2-TZVPD

Summary:
Total charge ... +1
Spin multiplicity ... 1
Total energy ... -174914.0100 eV
HOMO-LUMO gap ... 6.71 eV

CARTESIAN COORDINATES (ANGSTROEM)
C  -5.124  1.432  -0.637
C  -3.525  1.622  -0.207
P  -2.606  -0.083  -0.037
C  -2.919  -0.841  -1.807
N  -0.884  0.099  0.313
C  -0.150  1.010  1.084
C  -0.994  2.121  1.926
Br  -2.297  1.357  3.302
C  -0.965  3.590  1.846
C  0.071  4.315  0.821
Br  -2.189  4.708  3.012
C  1.423  0.630  0.976
C  2.381  0.927  -0.276
C  2.124  2.285  -1.155
C  0.770  2.233  -2.113
O  1.033  1.599  -3.440
C  1.204  -1.022  0.921
C  2.498  -1.997  0.777
C  2.206  -3.603  0.759
N  3.517  -4.274  1.224
N  2.019  -4.115  -0.685
N  1.141  -4.090  1.714
C  0.053  -0.973  -0.286
N  -0.740  -2.242  0.088
H  -5.195  1.704  -1.793
H  -5.838  2.195  -0.091
H  -5.429  0.309  -0.499
H  -2.932  2.210  -1.045
H  -3.539  2.238  0.787
H  -3.939  -0.501  -2.268
H  -2.947  -2.025  -1.663
H  -1.974  -0.586  -2.448
H  -0.034  5.490  1.006
H  1.160  4.044  1.171
H  -0.135  4.156  -0.318
H  1.952  1.005  1.975
H  2.487  0.058  -1.089
H  3.491  1.037  0.154
H  3.024  2.310  -1.944
H  2.243  3.294  -0.559
H  0.509  3.367  -2.368
H  -0.173  1.791  -1.586
H  0.225  1.021  -3.674
H  0.844  -1.226  2.021
H  3.188  -1.794  1.730
H  3.201  -1.771  -0.153
H  3.426  -4.624  2.203
H  3.605  -5.128  0.605
H  1.701  -3.247  -1.214
H  1.163  -4.736  -0.708
H  1.199  -5.149  1.654
H  1.424  -3.835  2.694
H  0.408  -0.844  -1.391
H  -0.772  -2.376  1.120
H  -0.388  -3.074  -0.429

What is the formula in the third record? C15H31B2F3N5O6